Record 1
Here is C34H49AlBFMgN2NaO20P2 as an isolated structure from the Open Molecules 2025 dataset. Energies are from ωB97M-V with the def2-TZVPD basis set.

* ΔE to the lowest compared entry with this formula, charge and spin: 13.238 eV
* largest force on an atom: 8.97 eV/A
* orbital gap: 1.08 eV
* M: 971.79 g mol⁻¹

Geometry as ORCA input:
```
! wB97M-V def2-TZVPD RIJCOSX def2/J DEFGRID3
* xyz -1 1
C 2.4320 -2.2811 2.2949
C 2.5796 -1.3599 0.9471
C 1.2306 -1.2504 0.0237
C -0.1720 -1.6180 0.7871
C -0.6851 -3.1824 0.5313
C -1.7809 -3.4885 1.7272
C -2.9512 -4.5838 1.2798
C -3.7858 -3.9442 0.0219
C -5.3800 -3.6839 0.3046
C -6.3940 -4.5683 -0.3982
C -8.0316 -4.3863 -0.2416
O -8.9386 -5.2941 -0.6824
C -8.5406 -2.9620 0.4618
C -7.5996 -2.0442 1.1865
B -8.2184 -0.6457 1.7931
O -7.5132 0.2154 2.8042
O -9.5690 -0.1297 1.3756
C -5.9975 -2.4960 1.2875
O -5.2614 -1.8120 2.1851
H 1.6168 -1.8710 3.0602
H 3.4667 -2.2293 2.8673
H 2.2556 -3.4002 2.0017
H 3.4477 -1.8317 0.2992
H 2.9731 -0.2776 1.2613
H 1.1342 -0.1124 -0.3234
H 1.3880 -1.8619 -0.9888
H -1.0076 -0.9175 0.3042
H -0.1898 -1.3981 1.9360
H -1.1662 -3.1796 -0.5580
H 0.2005 -3.9514 0.4993
H -1.2069 -3.8060 2.7032
H -2.3245 -2.4615 1.9414
H -3.6104 -4.9436 2.1799
H -2.3442 -5.5240 0.8639
H -3.6797 -4.6838 -0.8971
H -3.3318 -2.9099 -0.3643
H -5.9700 -5.4190 -1.0992
H -9.6815 -2.6466 0.3456
H -8.2723 0.4641 3.4417
H -9.6834 -0.2120 0.3837
N -5.9835 1.6635 5.4693
O -5.3485 0.6168 5.6804
O -5.4090 2.7627 5.5368
O -7.1927 1.6107 5.1907
O 6.7718 3.5405 4.2589
P 5.7772 3.9644 3.1505
O 4.4605 3.2479 3.8800
C 4.2297 3.3901 5.2752
C 3.2832 4.5398 5.5608
O 6.1370 2.7149 2.1139
C 7.4041 2.0792 2.1499
C 7.3391 0.8291 3.0094
O 4.6658 4.4380 1.9121
C 3.6636 5.3998 2.1733
C 4.2409 6.7479 2.5327
H 5.1526 3.5241 5.8425
H 3.7744 2.4565 5.6210
H 3.7133 5.4884 5.2304
H 3.0736 4.6126 6.6320
H 2.3349 4.4037 5.0329
H 8.1837 2.7684 2.4892
H 7.6594 1.7960 1.1229
H 6.9680 1.0446 4.0160
H 8.3257 0.3637 3.0952
H 6.6462 0.1022 2.5733
H 2.9769 5.0353 2.9400
H 3.0695 5.4980 1.2574
H 4.8823 6.6852 3.4156
H 3.4398 7.4660 2.7311
H 4.8581 7.1313 1.7129
Al 9.0166 2.9265 0.8111
C -9.8992 -4.5999 -3.6098
C -11.0478 -4.1531 -4.4741
O -10.9761 -3.1295 -5.1522
C -12.2874 -5.0070 -4.4765
H -9.0729 -3.8878 -3.7078
H -10.2120 -4.6309 -2.5631
H -9.5523 -5.5847 -3.9329
H -12.7066 -5.0563 -3.4684
H -12.0470 -6.0099 -4.8381
H -13.0328 -4.5627 -5.1448
N 11.1494 5.7792 -0.7927
C 12.4804 5.8363 -0.5678
C 13.2248 7.0028 -0.6405
C 12.5673 8.1839 -0.9677
C 11.1972 8.1570 -1.2069
C 10.5383 6.9422 -1.1066
H 12.9484 4.8883 -0.3192
H 14.2915 6.9906 -0.4472
H 13.1177 9.1178 -1.0355
H 10.6557 9.0601 -1.4646
H 9.4683 6.8700 -1.2805
F 10.4672 10.3847 -2.7588
C -2.6324 -4.3019 -4.8521
C -3.0545 -3.8257 -6.0360
C -3.8005 -2.4995 -5.9241
O -4.2118 -1.8479 -6.8893
C -4.0594 -1.9507 -4.5668
C -3.6483 -2.4341 -3.3813
C -2.8102 -3.7040 -3.5022
O -2.2700 -4.2754 -2.5499
O -3.8698 -1.9647 -2.2227
O -2.9005 -4.3378 -7.1872
H -2.0822 -5.2360 -4.8312
H -4.6544 -1.0448 -4.5820
Mg -4.2328 -6.4186 2.8496
O 1.6431 -2.8686 -8.8180
P 0.2672 -3.1411 -8.1880
O 0.3595 -2.9722 -6.6627
O -0.1725 -4.5767 -8.5196
O -0.7614 -2.1473 -8.7524
Na 14.0672 10.7966 -1.3935
*
```

Atom charges from the Löwdin analysis, given in e for atoms 1 to 99: -0.161, -0.274, -0.223, -0.220, -0.199, -0.197, -0.286, -0.163, -0.064, 0.040, -0.194, -0.090, 0.060, 0.033, -0.363, 0.039, 0.014, -0.125, 0.008, 0.084, 0.064, 0.077, 0.098, 0.098, 0.108, 0.123, 0.125, 0.100, 0.102, 0.108, 0.113, 0.119, -0.214, 0.108, 0.106, 0.112, 0.122, 0.132, 0.115, 0.098, -0.657, -0.085, -0.101, -0.099, -0.254, 0.765, -0.220, -0.288, -0.071, -0.203, -0.481, -0.005, -0.189, -0.286, -0.076, 0.102, 0.128, 0.064, 0.088, 0.086, -0.027, -0.029, 0.100, 0.094, 0.108, 0.101, 0.140, 0.064, 0.094, 0.086, 1.076, -0.033, -0.493, 0.044, -0.032, 0.086, 0.064, 0.090, 0.085, 0.083, 0.081, 0.031, -0.165, -0.081, -0.086, -0.048, -0.122, 0.098, 0.097, 0.021, 0.051, 0.110, -0.757, 0.215, -0.309, -0.274, 0.134, 0.177, -0.329

***

Record 2
Here is a 6-piece molecular cluster, C23H52FNO22P5 overall from the Open Molecules 2025 dataset. Energies are from ωB97M-V with the def2-TZVPD basis set.

* largest force on an atom: 9.24 eV/A
* orbital gap: 5.91 eV
* M: 868.52 g mol⁻¹

Geometry as ORCA input:
```
! wB97M-V def2-TZVPD RIJCOSX def2/J DEFGRID3
* xyz 1 1
C -1.2552 -0.3764 -3.3649
C -0.6855 -0.5956 -2.3360
N -0.0916 -0.4663 -1.0621
C 1.2327 -0.1388 -1.0079
C 1.8544 0.0409 0.2357
C 3.3477 0.4537 0.3364
O 3.5402 1.0383 1.6237
O 4.1982 0.1351 2.4663
C 1.0267 -0.1788 1.4116
C -0.3594 -0.5183 1.3237
C -0.8801 -0.6375 0.0105
F -2.1481 -0.9263 -0.1788
H -1.8305 -0.0575 -4.2383
H 1.7803 -0.0081 -1.9579
H 3.5689 1.2474 -0.4154
H 4.0144 -0.4202 0.1772
H 3.6245 -0.6509 2.5596
H 1.5038 -0.0732 2.3981
H -0.9782 -0.6835 2.2233
C -5.5761 1.4894 7.0167
O -4.3897 1.5657 6.2341
P -4.2836 0.7434 4.7790
O -5.7362 0.3518 4.6746
O -3.4016 -0.4714 5.4060
C -2.8584 -0.4733 6.7256
O -3.8505 0.1675 3.2527
C -4.7234 0.4537 2.1637
H -5.3749 2.0021 7.9586
H -6.4005 1.9958 6.5192
H -5.8329 0.4524 7.2312
H -3.6411 -0.6931 7.4513
H -2.3708 0.4698 6.9615
H -2.1157 -1.2682 6.7850
H -5.0915 1.4783 2.2125
H -5.5599 -0.2431 2.1576
H -4.1620 0.3231 1.2368
C 1.3654 -3.7832 -9.6325
O 1.6097 -3.2146 -8.3511
P 0.3308 -2.8442 -7.3244
O -0.7064 -3.5562 -8.1678
O 0.3395 -1.2590 -7.6907
C 1.3694 -0.6108 -8.4338
O -0.7771 -2.5114 -6.0911
C -1.6536 -3.5572 -5.6840
H 2.3236 -3.8282 -10.1531
H 0.9775 -4.7952 -9.5391
H 0.6828 -3.1597 -10.2095
H 1.2621 -0.8347 -9.4949
H 2.3594 -0.8916 -8.0819
H 1.2493 0.4646 -8.3039
H -1.1302 -4.5113 -5.6236
H -2.4899 -3.6345 -6.3764
H -2.0453 -3.3056 -4.6966
C -5.5792 1.5522 -9.8887
O -4.2376 1.6227 -9.4242
P -2.9850 1.9188 -10.5033
O -3.8424 2.2839 -11.6901
O -2.5364 0.3566 -10.5765
C -3.0576 -0.6722 -9.7423
O -1.5160 2.2975 -11.2278
C -1.4340 3.5057 -11.9770
H -6.1981 1.2420 -9.0445
H -5.9230 2.5278 -10.2264
H -5.6766 0.8128 -10.6829
H -4.0515 -0.9645 -10.0837
H -3.0842 -0.3662 -8.6988
H -2.4057 -1.5419 -9.8279
H -1.9515 4.3208 -11.4711
H -1.8543 3.3577 -12.9703
H -0.3807 3.7669 -12.0830
C 5.9412 6.1946 1.9649
O 6.8367 5.2018 1.4848
P 7.1911 3.8557 2.4246
O 6.1269 4.0761 3.4745
O 8.6214 4.4452 2.9215
C 9.2282 5.6272 2.4110
O 7.6914 2.3580 2.9989
C 6.6895 1.4236 3.3843
H 5.9532 7.0160 1.2461
H 4.9267 5.8044 2.0240
H 6.2651 6.5741 2.9334
H 8.7435 6.5090 2.8316
H 9.2016 5.6585 1.3244
H 10.2700 5.6324 2.7301
H 5.8656 1.4239 2.6825
H 6.3286 1.6543 4.3860
H 7.1399 0.4300 3.4028
C -0.2464 -5.1446 12.1044
O 0.1244 -4.3607 10.9773
P -0.7959 -3.0313 10.5338
O -1.6706 -2.9864 11.7623
O -1.5578 -3.8235 9.3315
C -1.2126 -5.1294 8.8849
O -1.3765 -1.6042 9.8590
C -1.5465 -0.4812 10.7184
H 0.4212 -6.0075 12.1315
H -0.1172 -4.5812 13.0262
H -1.2723 -5.4995 12.0098
H -1.5865 -5.8763 9.5859
H -0.1394 -5.2390 8.7466
H -1.7025 -5.2950 7.9251
H -0.7135 -0.3859 11.4145
H -2.4827 -0.5697 11.2672
H -1.5934 0.4150 10.0983
*
```

Atom charges from the Löwdin analysis, given in e for atoms 1 to 99: 0.219, -0.055, 0.034, 0.063, -0.091, -0.115, -0.146, -0.033, 0.085, 0.109, -0.212, 0.186, 0.091, 0.172, 0.152, 0.153, 0.110, 0.133, 0.147, -0.115, -0.309, 0.657, -0.271, -0.238, -0.100, -0.276, -0.131, 0.095, 0.088, 0.091, 0.093, 0.087, 0.087, 0.088, 0.092, 0.065, -0.117, -0.313, 0.679, -0.290, -0.243, -0.095, -0.286, -0.134, 0.096, 0.088, 0.090, 0.093, 0.087, 0.090, 0.087, 0.090, 0.074, -0.126, -0.318, 0.654, -0.277, -0.233, -0.099, -0.253, -0.130, 0.091, 0.087, 0.089, 0.088, 0.084, 0.085, 0.084, 0.090, 0.085, -0.128, -0.315, 0.656, -0.281, -0.229, -0.100, -0.238, -0.131, 0.093, 0.082, 0.090, 0.087, 0.087, 0.092, 0.043, 0.096, 0.092, -0.121, -0.312, 0.658, -0.275, -0.239, -0.106, -0.266, -0.127, 0.094, 0.088, 0.089, 0.088

***

Record 3
Here is C15H19BO as an isolated structure from the Open Molecules 2025 dataset. Energies are from ωB97M-V with the def2-TZVPD basis set.

* largest force on an atom: 2.70 eV/A
* orbital gap: 8.55 eV
* M: 226.13 g mol⁻¹

Geometry as ORCA input:
```
! wB97M-V def2-TZVPD RIJCOSX def2/J DEFGRID3
* xyz 0 1
C 5.2638 -2.0197 0.9389
O 4.8520 -0.6584 1.2017
C 3.6787 -0.2309 0.7185
C 3.4085 1.1597 0.9042
C 2.1808 1.6831 0.5328
C 1.1555 0.8338 0.0379
C -0.1942 1.2979 -0.4463
C -1.3754 0.4511 -0.0152
C -2.5954 0.9342 -0.5226
C -3.7731 0.2290 -0.3083
C -3.7926 -0.9560 0.4228
C -5.0925 -1.6851 0.6309
C -2.5850 -1.4457 0.9205
C -1.3744 -0.7661 0.7348
C 1.4874 -0.5093 -0.2208
C 2.7067 -1.0416 0.1027
H 6.2633 -2.1003 1.3825
H 4.5994 -2.7537 1.4058
H 5.3229 -2.2197 -0.1387
H 4.1992 1.7693 1.3501
H 1.9819 2.7634 0.7097
H -0.3730 2.3327 -0.1597
H -2.5787 1.8947 -1.0573
H -4.6957 0.6154 -0.7655
H -4.9411 -2.5339 1.3123
H -5.8762 -1.0256 1.0471
H -5.4827 -2.0633 -0.3318
H -2.6040 -2.4112 1.4393
H -0.4678 -1.1535 1.2105
H 0.7276 -1.1682 -0.6428
H 2.9419 -2.0889 -0.1125
H -0.2640 1.4628 -1.7061
B -0.6171 2.6357 -2.5659
H 0.3980 2.9532 -3.0927
H -1.5637 2.4264 -3.2661
H -0.9210 3.3887 -1.6508
*
```

Charges computed using Löwdin, reported in e: -0.057, -0.081, -0.281, 0.002, -0.017, -0.199, -0.105, -0.183, -0.035, -0.040, -0.291, -0.060, -0.045, -0.020, -0.059, -0.017, 0.094, 0.091, 0.096, 0.120, 0.128, 0.091, 0.097, 0.121, 0.074, 0.085, 0.087, 0.112, 0.107, 0.120, 0.109, 0.077, -0.106, -0.011, -0.004, -0.002

***

Record 4
Here is C18H12BrIrN3O3SSe2 as an isolated structure from the Open Molecules 2025 dataset. Energies are from ωB97M-V with the def2-TZVPD basis set.

* ΔE to the lowest compared entry with this formula, charge and spin: 2.294 eV
* largest force on an atom: 2.01 eV/A
* orbital gap (spin up / spin down): 5.13 / 5.38 eV
* M: 780.42 g mol⁻¹

Geometry as ORCA input:
```
! wB97M-V def2-TZVPD RIJCOSX def2/J DEFGRID3
* xyz -1 1
Ir -0.2950 0.6270 -0.8868
Se -2.5656 2.5682 0.5964
Se -0.1268 4.3133 -1.1040
C -0.5899 3.2254 -2.5528
C -0.8414 3.8492 -3.7965
C -1.3117 3.1365 -4.8679
C -1.5343 1.7643 -4.7182
C -1.2351 1.1979 -3.5097
N -0.7605 1.8871 -2.4525
C -1.0335 2.2674 1.6717
C -1.0624 2.3992 3.0554
C 0.0803 2.1005 3.7751
C 1.2161 1.6863 3.0984
C 1.1573 1.5647 1.7236
N 0.0588 1.8465 1.0270
H -0.6624 4.9114 -3.8609
H -1.5254 3.6305 -5.8076
H -1.9208 1.1539 -5.5214
H -1.3714 0.1322 -3.3450
H -1.9776 2.7093 3.5389
H 0.0825 2.1879 4.8546
H 2.1331 1.4623 3.6230
H 2.0149 1.2632 1.1375
S -2.4690 0.5865 -0.3419
O 3.9791 0.2969 -1.7250
C 2.8063 0.4637 -1.5942
N 1.6482 0.6605 -1.4847
Br 1.1904 -7.1548 0.4721
C 0.7917 -5.4414 1.2004
C 0.7896 -5.2859 2.5757
C 0.5048 -4.0339 3.1048
C 0.2377 -2.9634 2.2663
C 0.2471 -3.1408 0.8875
C 0.5181 -4.3898 0.3460
C -0.0159 -1.9772 -0.0318
O -0.3944 -2.1560 -1.1842
O 0.1865 -0.8271 0.4988
H 1.0093 -6.1250 3.2208
H 0.5014 -3.9008 4.1788
H 0.0250 -1.9792 2.6599
H 0.5151 -4.5165 -0.7275
*
```

Charges computed using Löwdin, reported in e: 1.091, 0.554, 0.465, -0.788, -0.146, -0.087, -0.090, -0.172, -0.207, -0.689, -0.092, -0.068, -0.051, -0.118, -0.090, 0.078, 0.099, 0.094, 0.103, 0.098, 0.105, 0.105, 0.113, 0.045, 0.017, -0.532, -0.057, 0.700, -0.677, -0.141, -0.075, -0.015, -0.115, -0.062, -0.624, 0.016, -0.212, 0.093, 0.101, 0.115, 0.115

***

Record 5
Here is one molecule with the formula C4H7NO from the Open Molecules 2025 dataset. Energies are from ωB97M-V with the def2-TZVPD basis set.

* ΔE to the lowest compared entry with this formula, charge and spin: 2.847 eV
* largest force on an atom: 3.79 eV/A
* orbital gap: 10.36 eV
* M: 85.11 g mol⁻¹
* SMILES string: NC(=O)C1CC1

Geometry as ORCA input:
```
! wB97M-V def2-TZVPD RIJCOSX def2/J DEFGRID3
* xyz 0 1
N 1.8296 0.0129 -0.5254
C 1.0793 0.0184 0.5806
O 1.5824 0.2048 1.7032
C -0.3661 -0.1966 0.7084
C -1.2242 -0.7324 -0.4553
C -1.3185 0.7058 -0.0742
H 1.4517 -0.1469 -1.4404
H 2.8221 0.1212 -0.3938
H 0.0732 -0.1346 1.9130
H -0.7495 -0.9427 -1.4248
H -2.0609 -1.3974 -0.2624
H -2.2155 1.0475 0.4369
H -0.9036 1.4401 -0.7656
*
```

Charges computed using Löwdin, reported in e: 0.190, -0.561, -0.003, -0.193, -0.117, -0.130, 0.101, 0.117, 0.208, 0.096, 0.093, 0.099, 0.102